Below is a structure of composition C25H18BiN3O4 at a distorted geometry, with properties calculated with the ωB97M-V functional and the def2-TZVPD basis.

Geometry as XYZ:
```
51
Properties=species:S:1:pos:R:3
Bi 0.000 0.000 0.000
C 0.651 -0.373 2.993
O -0.247 0.238 2.078
C -0.603 1.509 2.432
C -1.189 1.817 3.662
C -1.588 3.128 3.928
C -1.417 4.119 2.961
C -0.844 3.799 1.727
C -0.423 2.490 1.453
N 0.170 2.106 0.238
N 1.113 2.879 -0.052
C 1.864 2.380 -1.155
C 2.317 1.020 -1.167
O 2.056 0.170 -0.247
C 3.091 0.658 -2.284
C 3.425 1.545 -3.313
C 2.994 2.871 -3.278
C 3.343 3.766 -4.305
C 2.922 5.095 -4.274
C 2.144 5.544 -3.214
C 1.792 4.661 -2.190
C 2.205 3.307 -2.193
H 1.431 0.317 3.334
H 1.133 -1.215 2.489
H 0.099 -0.775 3.850
H -1.352 1.040 4.400
H -2.041 3.372 4.884
H -1.730 5.139 3.162
H -0.712 4.566 0.970
H 3.453 -0.369 -2.344
H 4.032 1.175 -4.133
H 3.952 3.426 -5.138
H 3.201 5.774 -5.073
H 1.809 6.575 -3.176
H 1.181 5.030 -1.369
O -2.654 0.523 2.208
C -2.969 0.251 1.058
N -2.180 0.000 0.000
C -2.969 -0.251 -1.058
O -2.654 -0.524 -2.208
C -4.367 -0.158 -0.666
C -5.537 -0.327 -1.380
C -6.741 -0.163 -0.686
C -6.741 0.162 0.686
C -5.537 0.327 1.380
C -4.367 0.158 0.666
H -5.502 -0.577 -2.434
H -7.684 -0.287 -1.211
H -7.684 0.287 1.211
H -5.502 0.577 2.434
H 0.000 -1.866 0.000
```

Strongest force on any atom: 0.1718 hartree/bohr
Energy relative to the best compared isomer or geometry (same formula, charge and spin): 0.00 kJ/mol
Charge: 0

Results of the Löwdin charge analysis, in e, for atoms 1 through 4: 1.74, -0.03, -0.33, -0.29